DFT (the ωB97M-V functional and the def2-TZVPD basis) results for a structure of composition C48H54GeMnN8OP2Se3 in a non-equilibrium geometry.

The geometry in XYZ format:
```
118
Properties=species:S:1:pos:R:3:forces:R:3
Mn 0.060871 -0.032983 -0.072055 -0.37 0.22 0.36
Se 3.924567 -2.767443 5.940505 2.06 0.00 0.31
P 2.135403 -2.736478 5.004947 -1.72 1.40 -1.69
C 1.065507 -1.763239 6.191727 2.04 -2.17 -3.61
C 0.944708 -2.371294 7.358290 -0.76 -3.11 9.97
C 0.549016 -1.590948 8.555145 0.56 -2.96 -0.76
C 0.179435 -0.358697 8.267710 -6.26 7.22 2.79
C 0.042143 0.272974 7.113947 3.14 1.90 -9.66
C 0.695813 -0.516448 5.908114 0.53 6.50 2.20
C 1.479211 -4.378718 4.783635 -3.84 -3.69 -2.45
C 0.566725 -4.623158 3.616294 3.55 3.55 4.31
C 0.007839 -5.842444 3.493503 -2.64 -2.34 -3.13
C 0.084505 -6.913281 4.371011 1.53 -1.37 0.10
C 0.943559 -6.705606 5.530148 -3.90 -1.66 -4.86
C 1.547103 -5.559652 5.602611 5.56 7.32 4.64
C 1.838919 -1.881456 3.251854 0.10 0.17 2.15
C 0.777775 -1.389553 2.469745 -1.42 -1.31 1.71
N 1.275792 -0.970260 1.322122 0.91 -0.39 -0.42
N 2.595992 -1.162260 1.384981 0.62 1.32 -0.73
N 2.940410 -1.592298 2.558742 0.59 -1.35 -0.37
P -0.995691 -1.233202 2.713306 0.20 -1.64 0.56
Se -2.005066 -1.314463 0.724326 0.57 -0.11 -0.02
C -1.191016 0.413851 3.201500 -3.61 2.20 2.38
C -0.805630 1.458852 2.425109 3.84 2.60 -2.61
C -1.295160 2.798514 2.540507 1.36 -0.19 -2.49
C -2.374583 3.053699 3.346111 -1.25 1.44 -0.56
C -2.855036 2.072556 4.193835 -2.74 -2.66 2.13
C -2.321183 0.776169 4.088506 0.49 -2.91 2.60
C -1.673391 -2.501143 4.029003 -1.08 0.27 -3.78
C -1.734469 -2.437671 5.415018 3.46 3.63 -0.15
C -2.375984 -3.413259 6.095261 -0.66 -2.65 3.69
C -3.125234 -4.424681 5.358373 1.12 1.65 3.66
C -3.189921 -4.378468 4.056225 1.40 1.95 -4.74
C -2.422373 -3.418902 3.272548 -1.74 0.37 2.89
H 1.204828 -3.474626 7.893934 -0.32 2.63 -3.06
H 0.396033 -1.732327 9.681039 0.72 -1.32 -1.94
H -0.644986 0.401753 8.901119 2.92 -2.47 0.09
H -0.195404 1.606378 6.553464 0.31 -4.33 2.80
H 1.318546 0.164154 5.149353 -2.16 -1.89 0.97
H 0.450189 -3.618820 3.185736 -0.57 -1.61 -1.34
H -0.555160 -6.069467 2.525193 0.54 0.56 1.37
H -0.284749 -7.996817 3.991889 0.69 2.83 1.34
H 1.161884 -7.508873 6.087917 0.66 -2.49 2.45
H 2.304213 -5.274673 6.633586 -2.07 -1.35 -3.04
H 0.385544 1.520220 1.510787 -2.97 -0.93 2.16
H -0.867429 3.562113 1.729874 -1.18 -1.59 2.13
H -3.012445 3.949570 3.179092 0.94 -0.35 0.45
H -3.899569 2.143827 4.937333 3.42 0.22 -2.40
H -2.686470 -0.196503 4.928637 0.83 3.40 -2.86
H -1.011188 -1.432308 5.692748 -2.94 -3.41 0.48
H -2.274670 -3.586420 7.359341 -0.48 0.95 -3.94
H -3.786498 -5.110378 5.825584 -0.12 -0.54 0.95
H -3.874428 -4.961536 3.506951 -0.69 -0.89 -0.44
H -2.817611 -3.068024 2.317836 0.76 -1.01 -0.26
H 2.818980 -2.438166 -3.376725 0.61 0.34 0.74
C -0.309272 -3.745163 -3.835832 0.32 1.10 -1.49
Ge 1.141594 -4.271516 -2.695648 -0.36 2.30 1.98
C 1.950786 -5.549348 -3.720977 1.61 4.27 -2.46
C 0.243944 -4.960398 -1.134653 -1.97 2.05 -1.28
C 2.213200 -2.595066 -2.484891 -2.86 0.65 0.98
H -1.017936 -4.394236 -4.316040 0.07 -1.09 -0.05
H 0.320611 -3.331460 -4.643877 -0.40 -0.03 -0.25
H -0.935317 -2.920648 -3.582267 -0.26 0.89 0.87
H 2.885412 -5.692181 -3.417419 3.76 -1.64 1.74
H 2.154869 -5.068159 -4.684529 -0.68 -0.34 -0.26
H 1.308379 -6.276048 -3.737363 -3.03 -4.71 -0.56
H 0.464416 -5.824955 -0.611559 0.89 -1.49 1.12
H -0.669267 -5.145751 -1.731527 -0.02 -0.49 0.59
H -0.104763 -4.122083 -0.512688 0.45 -0.31 0.24
H 2.389261 -2.247060 -1.440294 1.71 -0.99 -0.68
H 1.375067 -1.844774 -2.504596 0.14 -0.37 -1.11
C 3.957683 3.548227 -2.068729 -1.88 -0.48 -0.06
C 2.610263 4.066745 -2.773102 3.28 1.63 1.04
C 2.106426 3.282757 -3.910161 0.78 -0.10 -3.16
C 1.826229 1.793371 -3.588385 0.62 -0.21 -2.58
N 0.405678 1.508078 -3.757163 -1.57 0.51 -0.84
C -0.524257 1.853656 -2.839700 0.71 0.56 1.60
Se 0.013807 2.203445 -0.996169 -0.73 -0.10 -1.20
N -1.697584 2.151259 -3.438374 0.02 0.48 1.99
C -2.981662 2.585760 -2.799759 0.06 -0.85 -0.72
C -3.512135 4.037301 -3.216534 0.55 -0.72 -0.33
C -2.436745 5.125111 -3.354090 0.31 -0.89 -0.98
C -1.657826 5.393449 -2.113076 -0.05 -0.91 1.34
C -1.512491 2.085121 -4.768053 0.67 -0.44 -1.31
C -2.394703 2.429186 -5.748662 0.45 -0.53 -2.22
C -1.903687 2.313561 -7.062183 0.54 -0.41 1.30
C -0.573220 1.866155 -7.315730 -1.17 -0.32 1.04
C 0.326110 1.441159 -6.334660 -3.09 2.20 1.35
C -0.212735 1.656342 -5.016581 1.67 -0.83 -1.06
H 4.319535 4.186172 -1.277220 -0.52 0.43 0.50
H 4.716049 3.686180 -2.798425 0.85 -0.59 -0.90
H 3.919577 2.521619 -1.644346 0.08 0.48 -0.52
H 3.007666 5.064120 -3.145330 -1.33 -0.92 0.40
H 1.797731 4.183749 -2.090338 -0.25 0.43 0.78
H 2.826363 3.419662 -4.859684 -1.25 -0.69 2.07
H 1.188671 3.772008 -4.317767 0.48 -0.37 0.50
H 2.079936 1.465826 -2.624186 0.57 -0.11 1.28
H 2.397696 1.164444 -4.327295 -0.72 0.32 0.79
H -2.762417 2.404535 -1.725869 -0.53 0.57 -0.54
H -3.743180 1.810534 -3.159078 0.86 1.05 0.70
H -4.179172 4.277035 -2.414734 -0.69 0.27 0.46
H -4.106563 3.951896 -4.156797 0.41 0.08 0.80
H -2.701218 6.086237 -3.733218 -1.42 0.45 -0.42
H -1.799269 4.770517 -4.150323 0.66 -0.11 -0.28
H -1.328966 6.431261 -2.015414 -0.14 -0.24 0.07
H -0.786988 4.743012 -2.085764 0.19 0.13 0.30
H -2.323524 5.071189 -1.274475 0.74 0.64 -0.07
H -3.395934 2.702007 -5.503378 -0.42 0.22 -0.20
H -2.558426 2.528626 -7.882559 -0.07 0.17 -0.34
H -0.309198 1.777603 -8.327261 0.53 0.04 -1.22
H 1.326940 1.287722 -6.619886 1.07 -0.61 0.21
O 4.059148 8.254607 -5.445058 1.36 0.97 3.53
N 3.755441 8.018669 -6.572012 -0.69 -0.49 -3.35
C 2.679023 7.225731 -6.721326 -1.90 -0.70 -0.01
C 2.103378 6.879461 -7.969388 1.30 0.09 -0.49
N 1.794277 6.531930 -9.026584 -0.48 0.06 -0.06
C 1.934394 6.726203 -5.612435 0.68 0.01 0.31
N 1.418729 6.257921 -4.691868 -0.45 0.09 -0.01
```
Forces are in eV/Å.

As for the expectation value of S²: 6.378. The charge is -1. The spin multiplicity is 5. The calculation puts the lowest unoccupied orbital energy (spin up / spin down) at 1.1 / 1.2 eV. For the highest occupied orbital energy (spin up / spin down), the calculation gives -4.956 / -3.465 eV.

***

DFT (the ωB97M-V functional and the def2-TZVPD basis) results for a structure of composition C48H54N4O2P2ReSi in a non-equilibrium geometry.

The geometry in XYZ format:
```
112
Properties=species:S:1:pos:R:3:forces:R:3
Re 0.210493 0.011717 -0.004593 1.94 -0.38 -0.53
C -0.247784 -2.538459 2.870468 -0.09 -0.14 0.10
C 0.305015 -3.323345 1.675906 -0.06 -0.06 0.08
C -0.314618 -4.720542 1.638001 0.00 0.02 -0.01
P 0.323060 -2.392841 0.039994 0.12 -0.20 0.13
C -0.736080 -3.127964 -1.290121 -0.11 -0.05 -0.04
C -2.220352 -3.112019 -0.913098 0.09 -0.04 -0.03
C -0.348026 -4.482195 -1.883909 0.02 0.07 -0.03
C 2.085528 -2.629902 -0.365265 -0.05 -0.24 0.10
C 2.680745 -3.878977 -0.515551 -0.04 0.00 0.00
C 4.060154 -4.009883 -0.557577 -0.01 0.05 -0.02
C 4.852138 -2.887312 -0.365022 -0.09 0.06 0.07
C 4.275202 -1.643516 -0.149448 0.21 -0.15 -0.09
C 2.892477 -1.501950 -0.190935 -0.42 0.55 0.08
N 2.224178 -0.254537 -0.019593 -0.12 0.30 0.52
C 2.999567 0.930330 0.190545 -0.43 -0.59 0.01
C 4.057652 1.287135 -0.635037 0.10 0.25 -0.01
C 4.741567 2.468053 -0.389738 -0.05 -0.03 0.05
C 4.394120 3.279010 0.687335 0.00 -0.07 -0.05
C 3.315660 2.939284 1.487532 -0.08 -0.01 -0.05
C 2.587944 1.776746 1.227398 0.11 0.20 0.11
P 1.065732 1.204874 2.054801 -0.08 -0.27 -0.42
C 1.656037 0.261786 3.520176 0.02 -0.15 0.04
C 2.621839 -0.854977 3.118149 -0.02 0.03 0.01
C 2.333444 1.180386 4.539802 0.04 -0.04 0.02
C -0.089597 2.518418 2.647407 -0.15 0.05 0.04
C -1.019838 1.864412 3.683829 0.00 0.05 0.00
C 0.463110 3.858405 3.127338 0.02 -0.01 0.08
H 0.362518 -2.737618 3.750670 0.06 -0.02 0.02
H -0.269206 -1.461988 2.708299 -0.04 0.02 -0.06
H -1.261528 -2.856375 3.109576 0.19 0.00 0.07
H 1.377207 -3.451178 1.835308 -0.03 0.02 -0.03
H -1.388246 -4.680555 1.460039 -0.03 -0.01 -0.02
H 0.139935 -5.372081 0.898691 0.05 -0.04 -0.10
H -0.165766 -5.191494 2.610706 0.00 0.02 0.03
H -0.594032 -2.382485 -2.073923 0.03 0.09 -0.09
H -2.476974 -3.952204 -0.270299 -0.02 0.00 0.05
H -2.523034 -2.193667 -0.411456 -0.03 0.05 0.00
H -2.820465 -3.198508 -1.818549 -0.01 -0.02 -0.02
H -0.417914 -5.296365 -1.170004 -0.01 -0.07 0.11
H -1.045045 -4.711070 -2.691779 -0.02 0.02 0.00
H 0.647969 -4.478476 -2.317504 0.11 0.03 0.01
H 2.068938 -4.767474 -0.576426 -0.05 -0.05 -0.05
H 4.509253 -4.980582 -0.705829 0.03 -0.04 0.00
H 5.928471 -2.981037 -0.349524 0.05 0.00 0.00
H 4.911373 -0.794945 0.049835 0.01 -0.08 0.03
H 4.326407 0.655286 -1.470163 0.00 0.04 -0.02
H 5.557119 2.753184 -1.039809 0.03 0.02 0.00
H 4.959002 4.175736 0.896782 0.01 0.03 0.00
H 3.043707 3.583549 2.309486 -0.03 0.04 0.06
H 0.764558 -0.187631 3.964152 0.03 0.10 0.02
H 3.585787 -0.441243 2.818429 0.01 0.00 -0.04
H 2.793129 -1.500188 3.979944 0.04 0.02 0.04
H 2.252706 -1.474291 2.304098 -0.03 0.02 0.04
H 3.199585 1.680526 4.105091 0.02 0.02 -0.04
H 1.670902 1.930510 4.960602 -0.07 0.02 0.01
H 2.698845 0.568376 5.365026 0.00 -0.01 0.02
H -0.708984 2.714856 1.765940 0.05 -0.01 -0.01
H -0.541687 1.761871 4.655419 0.07 0.03 0.04
H -1.899750 2.494196 3.814801 -0.01 0.01 0.01
H -1.371367 0.875980 3.377748 0.00 0.02 -0.05
H 1.155961 3.754306 3.960085 0.02 -0.01 0.01
H 0.964493 4.411430 2.334135 0.01 -0.01 -0.05
H -0.369914 4.471471 3.475158 0.00 0.00 -0.01
O -1.755022 4.508537 -4.921656 -0.25 0.28 0.26
N -0.980240 3.812120 -5.541412 0.02 -0.30 0.31
O -0.721682 3.915297 -6.706643 0.18 0.03 -0.59
C -0.351219 2.699607 -4.798271 -0.01 0.20 0.08
C -0.146770 1.561892 -5.468229 0.15 -0.19 0.09
C 0.437559 0.447623 -4.781045 -0.12 0.02 -0.34
C 0.826833 -0.702197 -5.489463 0.05 0.01 -0.01
C 1.494897 -1.694342 -4.827542 0.01 0.06 0.05
C 1.736100 -1.525328 -3.457540 0.02 -0.15 0.03
N 1.325508 -0.487627 -2.754998 -0.35 0.01 -0.09
C 0.680583 0.501224 -3.405217 -0.02 0.20 0.16
C 0.354590 1.723227 -2.678078 0.11 -0.18 -0.03
N 0.518816 1.780827 -1.317506 -0.12 0.43 -0.12
C 0.551969 2.986256 -0.761935 -0.12 0.04 -0.04
C 0.345359 4.177839 -1.450503 -0.03 -0.04 0.03
C -0.015755 4.113172 -2.764825 0.03 0.09 -0.12
C -0.031857 2.861071 -3.402704 0.01 -0.03 -0.11
H -0.374115 1.503309 -6.523952 -0.02 -0.03 0.00
H 0.636484 -0.765568 -6.552770 -0.04 0.00 -0.01
H 1.851031 -2.577342 -5.338034 0.01 -0.02 0.01
H 2.298205 -2.276481 -2.915630 -0.01 -0.04 0.02
H 0.723581 3.032622 0.296895 0.00 0.00 0.07
H 0.409776 5.120376 -0.927537 0.03 0.00 0.03
H -0.259088 5.007088 -3.318800 -0.02 0.00 0.04
C -5.009393 2.164821 -2.790677 -0.02 -0.01 -0.04
C -3.764802 2.749639 -2.594138 0.01 -0.05 0.04
C -2.910517 2.229913 -1.635489 -0.19 -0.07 -0.03
C -3.284066 1.148030 -0.828237 -0.24 0.07 -0.21
C -4.557910 0.590592 -1.034751 0.03 0.06 -0.03
C -5.402955 1.082065 -2.018528 0.05 0.01 0.05
Si -2.159226 0.333549 0.381461 0.30 -0.07 -0.30
C -3.287753 -0.240671 1.706859 -0.21 -0.22 0.31
C -4.281584 0.625769 2.192126 0.09 -0.07 0.07
C -5.133492 0.226022 3.208285 0.08 -0.08 -0.04
C -5.038907 -1.062444 3.721983 -0.05 0.02 0.03
C -4.090599 -1.948743 3.230890 0.07 0.12 -0.07
C -3.210976 -1.529235 2.244149 -0.15 0.05 -0.09
H -5.675601 2.557673 -3.546397 -0.02 0.02 -0.02
H -3.465670 3.601032 -3.191444 0.03 0.01 0.01
H -1.955999 2.699436 -1.492154 0.29 0.11 0.07
H -4.893464 -0.236480 -0.424057 -0.02 -0.06 0.03
H -6.373146 0.631190 -2.172115 -0.03 -0.02 0.00
H -0.785139 -0.271229 -1.324512 -0.61 0.23 0.34
H -4.387286 1.619053 1.775772 -0.01 0.06 -0.04
H -5.882355 0.907569 3.585054 -0.04 0.02 0.02
H -5.719224 -1.380714 4.499703 -0.02 -0.01 0.02
H -4.039199 -2.957276 3.616253 -0.01 -0.05 0.03
H -2.479600 -2.224721 1.853808 -0.16 0.09 -0.03
```
Forces are in eV/Å.

As for the expectation value of S²: 0.814. The charge is +2. The spin multiplicity is 2. The calculation puts the lowest unoccupied orbital energy (spin up / spin down) at -6.7 / -6.5 eV. For the highest occupied orbital energy (spin up / spin down), the calculation gives -12.871 / -12.968 eV.